Record 1
Entry from the Open Molecules 2025 dataset: a structure of composition C33H48InN2O2S3Si2 (wB97M-V/def2-TZVPD).

Multiplicity = 1
Gap between HOMO and LUMO = 7.13 eV
LUMO level = -2.348 eV
Electronic energy = -95509.495 eV
Max |F| = 0.4 eV/A
HOMO = -0.34834 hartree
Charge = +1

Positions of all 91 atoms, in Å:
1 In -0.273 0.524 -0.310
2 C 2.927 -0.905 -1.139
3 C 2.969 0.383 -1.945
4 S 1.781 1.659 -1.429
5 C 1.008 2.112 -3.001
6 C 0.317 1.005 -3.789
7 S -0.927 0.031 -2.883
8 C -0.405 -1.665 -3.237
9 C 0.998 -2.100 -2.818
10 S 1.341 -1.764 -1.071
11 H 3.156 -0.707 -0.093
12 H 3.692 -1.587 -1.514
13 H 2.807 0.199 -3.006
14 H 3.961 0.825 -1.848
15 H 1.779 2.571 -3.622
16 H 0.279 2.875 -2.732
17 H 1.033 0.299 -4.209
18 H -0.202 1.476 -4.623
19 H -0.531 -1.820 -4.310
20 H -1.159 -2.283 -2.747
21 H 1.762 -1.632 -3.437
22 H 1.084 -3.176 -2.975
23 C -3.581 -1.605 2.760
24 Si -2.569 -1.305 1.207
25 C -2.085 -2.966 0.469
26 C -3.655 -0.429 -0.042
27 C -0.989 -0.286 1.552
28 C 0.191 -1.063 2.044
29 C 0.079 -2.122 2.949
30 C 1.217 -2.720 3.446
31 C 2.459 -2.241 3.045
32 C 2.484 -1.208 2.131
33 N 1.388 -0.645 1.619
34 Si -1.157 1.209 2.766
35 C 0.188 2.466 2.398
36 C -2.862 1.966 2.686
37 C -0.862 0.599 4.515
38 H -4.168 -2.518 2.652
39 H -4.281 -0.790 2.933
40 H -2.974 -1.711 3.658
41 H -2.974 -3.491 0.119
42 H -1.579 -3.613 1.184
43 H -1.415 -2.850 -0.383
44 H -4.646 -0.880 -0.042
45 H -3.295 -0.517 -1.068
46 H -3.781 0.631 0.171
47 H -0.896 -2.453 3.269
48 H 1.142 -3.538 4.149
49 H 3.379 -2.658 3.423
50 H 3.433 -0.805 1.793
51 H -0.013 3.046 1.499
52 H 1.155 1.968 2.295
53 H 0.281 3.163 3.230
54 H -3.212 2.110 1.667
55 H -2.862 2.944 3.165
56 H -3.579 1.345 3.220
57 H 0.143 0.203 4.653
58 H -1.572 -0.167 4.818
59 H -0.978 1.438 5.200
60 C -5.346 -1.921 -5.685
61 C -5.600 -1.082 -4.462
62 C -6.499 -1.537 -3.503
63 C -6.759 -0.785 -2.372
64 C -6.125 0.428 -2.174
65 C -5.232 0.903 -3.129
66 N -4.535 2.114 -2.988
67 C -4.623 2.941 -1.868
68 C -5.850 3.482 -1.480
69 C -5.938 4.318 -0.384
70 C -4.804 4.642 0.356
71 C -3.588 4.103 -0.011
72 C -3.481 3.265 -1.118
73 C -2.164 2.672 -1.472
74 O -1.803 2.558 -2.647
75 O -1.444 2.282 -0.472
76 C -4.968 0.150 -4.286
77 C -4.009 0.702 -5.304
78 H -5.818 -2.895 -5.583
79 H -4.281 -2.081 -5.857
80 H -5.750 -1.451 -6.583
81 H -6.997 -2.486 -3.650
82 H -7.458 -1.146 -1.631
83 H -6.317 0.995 -1.275
84 H -3.596 2.089 -3.365
85 H -6.728 3.256 -2.068
86 H -6.897 4.734 -0.113
87 H -4.875 5.306 1.204
88 H -2.695 4.327 0.557
89 H -2.976 0.678 -4.941
90 H -4.238 1.746 -5.524
91 H -4.039 0.148 -6.237

Record 2
Entry from the Open Molecules 2025 dataset: a cluster of 9 separate species, C4H27NO9 in total (wB97M-V/def2-TZVPD).

Multiplicity = 2
Gap between HOMO and LUMO (spin up / spin down) = 11.08 / 6.63 eV
LUMO level (spin up / spin down) = -3.107 / -7.531 eV
Electronic energy = -24497.005 eV
Expectation value of S² = 0.75
Max |F| = 2.9 eV/A
HOMO (spin up / spin down) = -0.52131 / -0.52043 hartree
Charge = +1
Relative energy (zero: lowest compared OMol25 entry of this formula, charge and spin) = 0.0 kcal per mole

Positions of all 41 atoms, in Å:
1 C 0.074 2.726 0.327
2 N -0.319 1.526 1.015
3 C -0.152 0.250 0.314
4 C 0.146 -0.895 1.293
5 C -0.306 -2.231 0.734
6 O 1.540 -0.919 1.617
7 H -0.203 3.597 0.920
8 H 1.163 2.733 0.187
9 H -0.357 2.775 -0.672
10 H 0.079 1.486 1.973
11 H 0.687 0.350 -0.383
12 H -1.063 0.063 -0.265
13 H -0.360 -0.711 2.246
14 H 0.117 -3.045 1.321
15 H 0.056 -2.392 -0.283
16 H -1.392 -2.333 0.738
17 H 2.054 -1.154 0.782
18 H 2.524 0.566 1.542
19 H 2.688 1.857 2.321
20 O 3.055 1.392 1.554
21 H -4.677 0.109 0.581
22 H -5.163 -1.330 0.446
23 O -5.254 -0.453 0.062
24 H -4.564 -0.036 -1.628
25 H -3.503 1.031 -1.639
26 O -3.900 0.376 -2.228
27 H 2.987 -0.268 -1.014
28 H 1.912 -1.328 -1.415
29 O 2.628 -1.154 -0.765
30 H 3.299 1.574 -0.151
31 H 4.457 1.440 -1.162
32 O 3.493 1.418 -1.099
33 H -0.341 -1.430 -2.717
34 H 0.695 -2.460 -3.053
35 O 0.613 -1.626 -2.572
36 H -2.695 -0.748 -2.862
37 H -2.008 -1.135 -4.160
38 O -1.989 -1.342 -3.215
39 H 1.434 0.083 3.131
40 H 1.343 0.743 4.558
41 O 1.199 0.894 3.620

Record 3
Entry from the Open Molecules 2025 dataset: a structure of composition C29H48Cl2N3O4PrSSi (wB97M-V/def2-TZVPD).

Multiplicity = 3
Gap between HOMO and LUMO (spin up / spin down) = 5.19 / 5.22 eV
LUMO level (spin up / spin down) = -0.303 / -0.277 eV
Electronic energy = -101340.081 eV
Expectation value of S² = 2.00
Max |F| = 3.4 eV/A
HOMO (spin up / spin down) = -0.20196 / -0.20200 hartree
Relative energy (zero: lowest compared OMol25 entry of this formula, charge and spin) = 134.1 kcal per mole

Positions of all 89 atoms, in Å:
1 C -1.374 -0.259 -4.702
2 C -1.048 -1.540 -3.981
3 H -1.289 -0.324 -5.795
4 H -0.648 0.503 -4.328
5 H -2.406 0.101 -4.504
6 C -0.287 -2.540 -4.472
7 C 0.145 -2.580 -5.913
8 H 0.089 -3.366 -3.806
9 H 0.579 -1.579 -6.209
10 H -0.669 -2.849 -6.649
11 H 0.947 -3.350 -5.975
12 Pr 2.066 1.075 0.827
13 Cl 4.136 2.267 -0.306
14 C 0.220 -1.916 2.104
15 O 1.001 -0.943 1.852
16 N 0.533 -3.116 2.628
17 C 1.904 -3.572 2.929
18 C -0.488 -4.129 2.945
19 H -0.856 -1.806 1.886
20 H 2.622 -2.790 2.674
21 H 2.126 -4.508 2.358
22 H 1.979 -3.798 4.009
23 H -1.474 -3.797 2.634
24 H -0.533 -4.356 4.024
25 H -0.291 -5.092 2.448
26 H 0.980 2.967 5.692
27 H -1.164 4.740 5.130
28 C 1.441 3.530 4.846
29 C -0.562 4.979 4.234
30 N 0.401 3.910 3.877
31 H 2.172 2.899 4.303
32 C 0.350 3.251 2.723
33 O 1.291 2.447 2.356
34 H -1.256 5.161 3.408
35 H -0.534 3.380 2.078
36 H 1.917 4.461 5.244
37 H -0.034 5.926 4.472
38 H 1.659 -0.245 -2.994
39 H 2.862 -3.104 -3.775
40 C 2.771 -0.254 -3.070
41 C 3.744 -2.552 -3.416
42 N 3.378 -1.478 -2.504
43 H 3.162 0.645 -2.558
44 C 3.379 -1.681 -1.175
45 O 2.954 -0.779 -0.396
46 H 4.381 -3.242 -2.868
47 H 3.733 -2.686 -0.795
48 H 3.036 -0.190 -4.140
49 H 4.285 -2.141 -4.276
50 O -0.971 -0.428 -1.983
51 C -1.457 -1.502 -2.513
52 C 0.232 -3.079 -1.414
53 C -1.099 -2.682 -1.562
54 H 1.057 -2.456 -1.774
55 C 0.477 -4.309 -0.803
56 H -2.601 -1.504 -2.572
57 C -2.132 -3.240 -0.776
58 H 1.507 -4.656 -0.729
59 C -0.606 -5.068 -0.353
60 C -1.914 -4.543 -0.305
61 H -3.082 -2.676 -0.598
62 H -0.422 -6.092 -0.015
63 H -2.765 -5.110 0.091
64 Si -0.301 3.822 -1.825
65 Cl 0.522 1.764 -1.186
66 C 1.270 4.763 -1.547
67 C -1.573 4.348 -0.622
68 C -0.851 3.894 -3.567
69 H 2.043 4.286 -0.909
70 H 0.963 5.740 -1.121
71 H 1.756 4.917 -2.513
72 H -0.086 3.651 -4.311
73 H -1.054 4.972 -3.632
74 H -1.759 3.378 -3.882
75 H -2.127 3.563 -0.039
76 H -2.333 4.979 -1.180
77 H -0.949 5.002 0.064
78 S -1.960 0.888 1.105
79 C -2.478 0.919 2.712
80 C -1.523 0.570 3.711
81 C -1.805 0.757 5.059
82 C -3.077 1.221 5.458
83 C -4.057 1.494 4.483
84 C -3.778 1.309 3.132
85 H -0.548 0.200 3.373
86 H -1.015 0.531 5.792
87 H -3.282 1.354 6.524
88 H -5.036 1.854 4.794
89 H -4.513 1.488 2.356

Record 4
Entry from the Open Molecules 2025 dataset: the molecule C6H9N (wB97M-V/def2-TZVPD).

Multiplicity = 1
Gap between HOMO and LUMO = 9.61 eV
LUMO level = 1.100 eV
Electronic energy = -7854.513 eV
SMILES string = C[C@]12C[C@H]1[C@H]1N[C@H]12
Max |F| = 0.5 eV/A
HOMO = -0.31275 hartree
Relative energy (zero: lowest compared OMol25 entry of this formula, charge and spin) = 84.1 kcal per mole

Positions of all 16 atoms, in Å:
1 C 0.120 1.778 0.734
2 C -0.184 0.470 0.050
3 C -1.406 -0.428 0.189
4 C -0.090 -0.859 0.744
5 C 0.902 -1.337 -0.357
6 N 0.397 -1.218 -1.710
7 C 0.817 -0.019 -1.036
8 H 0.947 1.619 1.435
9 H -0.719 2.193 1.296
10 H 0.454 2.540 0.021
11 H -2.161 -0.083 0.887
12 H -1.862 -1.032 -0.597
13 H 0.091 -0.980 1.806
14 H 1.747 -1.989 -0.172
15 H -0.613 -1.281 -1.790
16 H 1.561 0.627 -1.499

Record 5
Entry from the Open Molecules 2025 dataset: a cluster of 3 separate species, C4H12O3 in total (wB97M-V/def2-TZVPD).

Multiplicity = 1
Gap between HOMO and LUMO = 10.36 eV
LUMO level = 0.839 eV
Electronic energy = -10483.236 eV
SMILES string = CC(C)C=O.O.O
Max |F| = 3.7 eV/A
HOMO = -0.34998 hartree
Relative energy (zero: lowest compared OMol25 entry of this formula, charge and spin) = 43.9 kcal per mole

Positions of all 19 atoms, in Å:
1 C -0.604 -0.449 -0.334
2 C -0.174 -1.134 0.979
3 C -0.179 -0.103 2.195
4 C -1.000 -2.548 1.066
5 O 0.005 0.358 -0.999
6 H -1.541 -0.855 -0.948
7 H 0.946 -1.504 0.826
8 H 0.729 0.454 2.217
9 H -1.178 0.503 2.134
10 H -0.246 -0.759 3.043
11 H -0.275 -3.436 0.996
12 H -1.561 -2.534 2.000
13 H -1.736 -2.745 0.208
14 H 3.825 -0.217 -6.156
15 H 4.006 -1.081 -5.009
16 O 3.393 -1.010 -5.800
17 H -2.016 6.250 1.091
18 H -0.823 5.363 0.968
19 O -1.569 5.447 1.523

Record 6
Entry from the Open Molecules 2025 dataset: the molecule C17H14N2O3S (wB97M-V/def2-TZVPD).

Multiplicity = 1
Gap between HOMO and LUMO = 8.68 eV
LUMO level = 0.211 eV
Electronic energy = -37814.515 eV
SMILES string = Cc1ccc(NC(=O)c2ccco2)c(NC(=O)c2cccs2)c1
Max |F| = 1.3 eV/A
HOMO = -0.31114 hartree
Relative energy (zero: lowest compared OMol25 entry of this formula, charge and spin) = 33.1 kcal per mole

Positions of all 37 atoms, in Å:
1 C 2.734 -0.124 -3.664
2 C 1.682 -0.475 -2.657
3 C 0.961 0.522 -2.019
4 C -0.024 0.208 -1.090
5 C -0.299 -1.138 -0.812
6 C 0.423 -2.134 -1.451
7 C 1.409 -1.806 -2.361
8 H 1.967 -2.590 -2.850
9 H 0.204 -3.167 -1.224
10 N -1.324 -1.463 0.115
11 C -1.200 -2.232 1.234
12 O -2.179 -2.675 1.804
13 C 0.161 -2.437 1.747
14 C 0.584 -3.347 2.684
15 C 1.966 -3.125 2.852
16 C 2.281 -2.093 2.017
17 O 1.204 -1.672 1.347
18 H 3.205 -1.587 1.821
19 H 2.631 -3.654 3.502
20 H -0.030 -4.074 3.174
21 H -2.281 -1.347 -0.201
22 N -0.756 1.168 -0.393
23 C -0.755 2.526 -0.548
24 O -0.108 3.129 -1.381
25 C -1.639 3.231 0.391
26 C -2.416 2.797 1.435
27 C -3.107 3.846 2.068
28 C -2.847 5.056 1.499
29 S -1.756 4.946 0.186
30 H -3.240 6.012 1.783
31 H -3.765 3.706 2.906
32 H -2.499 1.774 1.760
33 H -1.338 0.782 0.338
34 H 1.160 1.559 -2.234
35 H 3.628 -0.727 -3.513
36 H 2.999 0.927 -3.597
37 H 2.365 -0.321 -4.670

Record 7
Entry from the Open Molecules 2025 dataset: a structure of composition C21H39N2PS (wB97M-V/def2-TZVPD).

Multiplicity = 1
Gap between HOMO and LUMO = 7.52 eV
LUMO level = -0.577 eV
Electronic energy = -45513.997 eV
Max |F| = 1.2 eV/A
HOMO = -0.29749 hartree

Positions of all 64 atoms, in Å:
1 C 4.717 -1.750 -1.602
2 C 4.046 -2.859 -2.448
3 P 2.987 -2.295 -3.845
4 C 3.701 -0.679 -4.351
5 C 1.382 -1.846 -3.097
6 C 0.899 -0.509 -3.109
7 C -0.320 -0.170 -2.598
8 C -1.117 -1.200 -2.035
9 N -2.337 -1.033 -1.501
10 S -2.783 -2.502 -1.018
11 N -1.529 -3.369 -1.454
12 C -0.646 -2.524 -2.017
13 C 0.622 -2.842 -2.558
14 H 4.602 -1.978 -0.546
15 H 4.282 -0.772 -1.779
16 H 5.782 -1.673 -1.796
17 H 4.815 -3.502 -2.857
18 H 3.428 -3.457 -1.787
19 H 3.541 0.102 -3.610
20 H 4.772 -0.759 -4.494
21 H 3.198 -0.392 -5.266
22 H 1.484 0.286 -3.537
23 H -0.658 0.852 -2.612
24 H 0.948 -3.870 -2.545
25 C -6.828 3.243 1.758
26 C -7.421 2.786 0.428
27 C -7.786 1.303 0.402
28 C -6.608 0.347 0.598
29 C -5.475 0.504 -0.416
30 C -5.904 0.221 -1.853
31 H -5.895 2.724 1.983
32 H -6.611 4.312 1.737
33 H -7.525 3.059 2.577
34 H -6.723 3.017 -0.382
35 H -8.324 3.368 0.225
36 H -8.286 1.078 -0.544
37 H -8.525 1.107 1.186
38 H -6.985 -0.680 0.551
39 H -6.201 0.470 1.605
40 H -4.674 -0.188 -0.149
41 H -5.044 1.506 -0.352
42 H -6.294 -0.794 -1.952
43 H -5.053 0.322 -2.528
44 H -6.676 0.916 -2.189
45 C 3.770 0.303 5.349
46 C 3.111 0.392 3.975
47 C 3.761 -0.513 2.930
48 C 5.227 -0.198 2.627
49 C 5.493 1.228 2.149
50 C 4.788 1.567 0.839
51 H 4.813 0.620 5.319
52 H 3.254 0.942 6.067
53 H 3.737 -0.720 5.729
54 H 3.119 1.430 3.633
55 H 2.059 0.111 4.069
56 H 3.177 -0.462 2.006
57 H 3.693 -1.552 3.270
58 H 5.579 -0.899 1.862
59 H 5.835 -0.394 3.514
60 H 6.571 1.350 2.011
61 H 5.203 1.948 2.919
62 H 5.099 0.883 0.047
63 H 5.030 2.582 0.522
64 H 3.703 1.503 0.938

Record 8
Entry from the Open Molecules 2025 dataset: a structure of composition C41H37BaClN3OP2S2 (wB97M-V/def2-TZVPD).

Multiplicity = 1
Gap between HOMO and LUMO = 6.66 eV
LUMO level = -2.594 eV
Electronic energy = -103092.629 eV
Max |F| = 2.7 eV/A
HOMO = -0.33996 hartree
Charge = +1
Relative energy (zero: lowest compared OMol25 entry of this formula, charge and spin) = 56.4 kcal per mole

Positions of all 88 atoms, in Å:
1 Ba -1.708 -0.295 -3.234
2 O -2.474 1.200 -1.660
3 S -1.432 1.562 -0.567
4 C -2.110 0.961 0.964
5 C -2.606 1.801 1.944
6 C -3.087 1.251 3.126
7 C -3.074 -0.122 3.302
8 C -2.576 -0.956 2.307
9 C -2.063 -0.433 1.127
10 P -1.440 -1.483 -0.260
11 C -2.371 -3.019 0.042
12 C -3.635 -3.086 -0.543
13 C -4.470 -4.169 -0.311
14 C -4.049 -5.198 0.519
15 C -2.793 -5.141 1.105
16 C -1.954 -4.061 0.862
17 C 0.319 -1.787 0.017
18 C 0.906 -2.290 1.103
19 C 2.310 -2.729 1.089
20 C 3.046 -2.659 -0.020
21 C 2.551 -2.018 -1.274
22 C 1.119 -1.461 -1.214
23 C -1.412 3.315 -0.430
24 C -2.595 4.030 -0.573
25 C -2.548 5.410 -0.496
26 C -1.328 6.041 -0.272
27 C -0.159 5.308 -0.137
28 C -0.168 3.916 -0.223
29 P 1.365 2.882 -0.170
30 C 2.651 4.156 0.015
31 C 3.236 4.629 -1.159
32 C 4.211 5.614 -1.109
33 C 4.625 6.118 0.117
34 C 4.062 5.638 1.291
35 C 3.075 4.663 1.241
36 C 1.231 2.175 1.509
37 C 0.346 2.620 2.487
38 C 0.289 1.998 3.728
39 C 1.136 0.938 4.012
40 C 2.036 0.495 3.049
41 C 2.070 1.097 1.803
42 H -2.611 2.873 1.804
43 H -3.475 1.899 3.900
44 H -3.456 -0.553 4.217
45 H -2.598 -2.028 2.453
46 H -3.986 -2.274 -1.172
47 H -5.447 -4.206 -0.773
48 H -4.697 -6.044 0.708
49 H -2.461 -5.943 1.751
50 H -0.968 -4.039 1.309
51 H 0.340 -2.434 2.018
52 H 2.713 -3.180 1.986
53 H 4.055 -3.055 -0.024
54 H 3.284 -1.292 -1.629
55 H 1.064 -0.384 -1.421
56 H -3.526 3.510 -0.760
57 H -3.453 5.992 -0.610
58 H -1.287 7.120 -0.206
59 H 0.779 5.823 0.025
60 H 2.934 4.216 -2.116
61 H 4.658 5.977 -2.026
62 H 5.394 6.878 0.158
63 H 4.390 6.022 2.248
64 H 2.639 4.295 2.163
65 H -0.297 3.471 2.290
66 H -0.407 2.354 4.476
67 H 1.103 0.462 4.984
68 H 2.704 -0.326 3.268
69 H 2.760 0.732 1.048
70 Cl 1.790 0.309 -4.586
71 C 0.331 1.307 -4.103
72 H 0.156 1.959 -4.962
73 H 0.695 1.960 -3.302
74 C -0.737 -6.531 -1.406
75 C -1.039 -5.393 -2.378
76 C -0.044 -4.280 -2.318
77 N -0.367 -3.046 -2.408
78 N 0.764 -2.208 -2.461
79 C 2.066 -2.921 -2.476
80 N 2.698 -2.848 -3.750
81 S 1.664 -4.661 -2.109
82 H -1.552 -7.254 -1.410
83 H -0.608 -6.165 -0.388
84 H 0.174 -7.060 -1.687
85 H -2.027 -4.959 -2.213
86 H -1.023 -5.788 -3.398
87 H 2.786 -1.883 -4.048
88 H 3.594 -3.319 -3.775